# 1
{"formula": "C42H50I4N5O3P2Sc", "method": "ωB97M-V/def2-TZVPD", "orbital_gap_ha": [0.1952, 0.1793], "e_above_lowest_kcal_mol": 117.0, "e_homo_ev": [-8.26, -8.27], "multiplicity": 2, "s2": 0.77, "lumo_energy_ev": [-2.95, -3.39], "charge": 1, "elements": ["Sc", "O", "C", "C", "C", "C", "C", "C", "C", "P", "C", "C", "C", "C", "C", "C", "C", "C", "C", "C", "C", "C", "H", "H", "H", "H", "H", "H", "H", "H", "H", "H", "H", "H", "H", "H", "I", "C", "I", "H", "H", "I", "I", "C", "C", "C", "N", "C", "C", "H", "H", "H", "H", "H", "O", "P", "N", "C", "C", "C", "C", "N", "C", "C", "C", "C", "N", "C", "C", "C", "C", "H", "H", "H", "H", "H", "H", "H", "H", "H", "H", "H", "H", "H", "H", "H", "H", "H", "H", "H", "H", "H", "H", "H", "H", "O", "N", "C", "C", "C", "C", "C", "H", "H", "H", "H", "H"], "xyz": [[-0.4187, 0.1556, -0.1602], [-1.6757, 1.2308, -0.9602], [-1.0953, 1.8818, -1.9095], [-1.8716, 2.7964, -2.7701], [-3.0528, 2.7054, -3.4755], [-3.4248, 3.8188, -4.2210], [-2.6520, 4.9669, -4.2382], [-1.4885, 5.0738, -3.4759], [-1.0994, 3.9654, -2.7699], [0.2256, 3.4155, -1.6230], [1.5695, 3.3210, -2.8527], [2.1005, 4.4936, -3.3839], [3.1007, 4.4241, -4.3382], [3.5705, 3.1921, -4.7675], [3.0156, 2.0245, -4.2712], [2.0089, 2.0930, -3.3262], [0.5993, 4.9615, -0.6929], [1.8907, 5.3244, -0.3193], [2.0824, 6.4249, 0.4994], [0.9968, 7.1520, 0.9636], [-0.2915, 6.7758, 0.6125], [-0.4911, 5.6766, -0.1997], [-3.6752, 1.8231, -3.4347], [-4.3407, 3.7862, -4.7906], [-2.9539, 5.7961, -4.8579], [-0.9059, 5.9819, -3.4575], [1.7419, 5.4589, -3.0500], [3.5165, 5.3378, -4.7392], [4.3629, 3.1421, -5.4956], [3.3729, 1.0627, -4.6041], [1.5417, 1.1893, -2.9539], [2.7428, 4.7584, -0.6777], [3.0838, 6.7047, 0.7895], [1.1539, 8.0032, 1.6095], [-1.1399, 7.3381, 0.9750], [-1.4935, 5.3608, -0.4650], [2.1008, 1.5365, 0.1269], [1.2727, 2.8164, 1.7330], [-0.8748, 2.6698, 1.6787], [1.5880, 3.8496, 1.6114], [1.6376, 2.4382, 2.6879], [3.6637, -0.1994, -1.3862], [4.9403, -2.4864, -2.8636], [1.3563, -2.8462, -3.8445], [1.5117, -3.0828, -2.4867], [1.0164, -2.1530, -1.5876], [0.3525, -1.0437, -1.9567], [0.1450, -0.8675, -3.2673], [0.6403, -1.7248, -4.2370], [1.8043, -3.5092, -4.5650], [2.0508, -3.9464, -2.1351], [1.1693, -2.2859, -0.5200], [-0.4227, 0.0177, -3.5457], [0.4743, -1.5032, -5.2794], [0.0792, -0.5870, 1.6113], [0.1079, -1.8918, 2.3447], [1.3350, -2.8272, 1.7055], [1.4767, -4.2870, 1.7622], [2.9784, -4.5680, 1.5761], [3.5861, -3.2204, 1.1858], [2.6692, -2.2448, 1.9082], [0.2955, -1.5120, 3.9523], [0.8014, -0.2229, 4.4296], [1.5882, -0.5729, 5.6869], [0.7981, -1.7582, 6.2343], [0.4825, -2.5455, 4.9662], [-1.3404, -2.6847, 2.1361], [-2.4836, -1.8523, 2.5445], [-3.6647, -2.8120, 2.5564], [-3.0188, -4.0865, 3.0902], [-1.6543, -4.0940, 2.3996], [0.8732, -4.7254, 0.9626], [1.1348, -4.6965, 2.7162], [3.1587, -5.3315, 0.8265], [3.4086, -4.9078, 2.5171], [3.5569, -3.0669, 0.1075], [4.6201, -3.1230, 1.5049], [2.7023, -1.2279, 1.5119], [2.9252, -2.2075, 2.9749], [-0.0425, 0.4336, 4.6755], [1.4155, 0.2643, 3.6676], [1.6472, 0.2585, 6.3861], [2.5998, -0.8843, 5.4183], [-0.1235, -1.4024, 6.6961], [1.3548, -2.3436, 6.9602], [-0.4194, -3.1555, 5.0590], [1.3204, -3.2031, 4.7067], [-2.5986, -1.0186, 1.8459], [-2.3240, -1.4356, 3.5479], [-4.0431, -2.9751, 1.5457], [-4.4754, -2.4510, 3.1846], [-3.5933, -4.9838, 2.8706], [-2.8907, -4.0076, 4.1701], [-1.7126, -4.6166, 1.4378], [-0.8985, -4.5850, 3.0102], [-1.7753, -1.4121, -0.4123], [-2.8142, -2.0242, -0.8727], [-2.7153, -3.3181, -1.2289], [-3.8137, -4.0178, -1.6697], [-5.0474, -3.3857, -1.7562], [-5.1199, -2.0400, -1.4223], [-3.9913, -1.3830, -0.9875], [-1.7285, -3.7460, -1.1346], [-3.6994, -5.0546, -1.9431], [-5.9223, -3.9218, -2.0826], [-6.0498, -1.4979, -1.4958], [-3.9884, -0.3357, -0.7196]], "forces_ev_per_angstrom": [[0.773, -1.006, -1.759], [-3.347, 0.606, 0.520], [1.368, -0.636, -0.957], [0.427, 0.538, 0.527], [0.066, -0.135, 0.218], [-0.012, 0.022, -0.121], [-0.108, 0.223, -0.139], [0.209, -0.213, -0.090], [-0.391, -0.213, 0.146], [-0.246, 1.799, -1.304], [0.029, -0.241, 0.267], [0.062, 0.003, 0.031], [-0.032, 0.096, 0.037], [-0.029, -0.064, -0.038], [0.034, 0.097, -0.101], [-0.280, -0.032, 0.092], [-0.148, -0.414, 0.060], [-0.107, 0.042, -0.164], [0.078, 0.011, 0.093], [0.009, 0.008, 0.061], [-0.028, 0.091, 0.090], [0.067, -0.011, -0.147], [-0.051, -0.087, -0.035], [-0.080, 0.033, -0.120], [-0.114, 0.143, -0.007], [0.009, 0.181, -0.032], [0.024, 0.002, 0.001], [0.035, 0.023, -0.038], [0.127, 0.001, -0.126], [0.053, -0.128, -0.053], [0.141, 0.122, -0.044], [0.009, 0.003, -0.015], [0.104, 0.068, 0.002], [0.017, 0.078, 0.016], [-0.045, 0.039, 0.040], [-0.006, 0.104, 0.009], [0.175, 1.360, 1.481], [-0.346, 0.070, 0.403], [0.371, 0.220, 0.545], [-0.262, -0.030, -0.130], [-0.219, -0.107, -0.113], [1.359, -1.114, -0.854], [0.280, -0.292, -0.203], [-0.191, 0.244, 0.222], [-0.233, 0.190, 0.075], [-0.006, -0.140, -0.066], [0.265, -0.545, -0.299], [-0.124, 0.316, 0.015], [0.067, -0.152, 0.151], [0.005, -0.105, -0.142], [0.094, -0.042, 0.086], [-0.015, -0.076, -0.077], [0.128, -0.011, 0.112], [-0.025, 0.047, -0.066], [0.050, 0.019, 0.779], [-0.135, -1.392, 0.696], [-0.571, 0.519, 0.720], [-0.350, -0.536, -0.086], [0.018, 0.145, -0.012], [-0.140, -0.008, 0.124], [0.446, 0.429, -0.110], [0.090, -0.158, -1.039], [0.089, 0.625, -0.030], [-0.106, -0.053, -0.056], [0.110, 0.030, -0.068], [-0.127, -0.418, 0.101], [0.743, 0.410, 0.485], [-0.320, 0.497, -0.052], [0.193, -0.029, 0.079], [0.043, 0.080, -0.123], [0.090, -0.522, -0.186], [0.022, -0.083, 0.092], [0.026, -0.048, -0.095], [-0.001, -0.118, -0.023], [-0.005, -0.070, 0.017], [-0.049, 0.110, -0.040], [0.058, 0.042, -0.014], [0.076, -0.052, -0.041], [0.011, 0.014, 0.058], [0.127, 0.027, -0.099], [-0.100, 0.015, 0.078], [0.047, 0.020, -0.030], [0.031, 0.017, 0.050], [-0.034, -0.051, 0.039], [-0.034, -0.074, 0.059], [0.022, -0.066, 0.072], [0.009, -0.062, 0.042], [-0.091, -0.086, 0.134], [-0.037, -0.002, -0.051], [-0.046, 0.023, -0.046], [-0.057, 0.023, -0.044], [0.029, -0.047, 0.057], [-0.015, -0.039, 0.054], [0.028, -0.127, 0.133], [-0.054, -0.030, -0.031], [0.118, -0.061, 0.517], [-0.400, -0.059, -0.286], [0.286, -0.234, 0.029], [-0.271, 0.099, -0.017], [0.243, 0.168, 0.062], [0.029, -0.352, -0.061], [-0.222, 0.459, 0.068], [0.048, 0.088, 0.037], [0.055, -0.069, 0.002], [-0.101, -0.068, -0.066], [-0.010, 0.079, 0.027], [0.197, -0.018, 0.033]], "mulliken_charge": [0.22, -0.51, 0.82, 0.02, -0.66, -0.77, -0.84, -0.54, -0.06, 0.49, 0.59, -0.28, -0.83, -0.70, -1.03, -0.09, 0.62, -0.69, -0.62, -0.62, -0.83, -0.62, 0.58, 0.42, 0.44, 0.45, 0.40, 0.45, 0.41, 0.51, 0.46, 0.40, 0.45, 0.41, 0.45, 0.52, 0.26, -1.09, 0.03, 0.53, 0.68, -0.29, -0.35, -0.86, -0.51, -0.23, 1.48, -0.92, -0.91, 0.47, 0.65, -0.40, 0.66, 0.56, 1.10, -1.70, 0.33, -0.34, -0.87, -0.04, 0.05, 0.66, -0.01, -0.75, -0.78, -0.30, 0.93, -0.37, -0.46, -0.84, -0.34, 0.23, 0.25, 0.41, 0.33, -0.19, 0.45, -0.51, 0.40, 0.28, -0.17, 0.42, 0.28, 0.33, 0.39, 0.10, 0.23, -0.20, 0.53, -0.05, 0.46, 0.47, 0.30, 0.32, 0.06, 0.63, 0.09, -0.18, -1.09, -0.33, -0.97, -0.28, 0.58, 0.48, 0.45, 0.48, 0.55]}

***

# 2
{"formula": "C3H6N2O", "method": "ωB97M-V/def2-TZVPD", "smiles": "[H]/N=C\\C.N=C=O", "orbital_gap_ha": 0.3760, "e_above_lowest_kcal_mol": 76.5, "e_homo_ev": -9.72, "lumo_energy_ev": 0.51, "elements": ["H", "N", "C", "C", "H", "H", "H", "H", "N", "C", "O", "H"], "xyz": [[0.9666, 0.4442, -1.8776], [0.1476, 0.6710, -1.3049], [0.2819, 0.4499, -0.0624], [1.5314, -0.1284, 0.5379], [-0.6887, 1.0086, 0.6047], [1.3743, -1.1175, 0.9697], [1.9654, 0.5345, 1.2882], [2.3234, -0.2562, -0.2049], [-2.1673, -1.0353, -0.3718], [-1.9832, -0.1473, 0.4326], [-2.2747, 0.8688, 1.0531], [-1.4766, -1.2922, -1.0647]], "forces_ev_per_angstrom": [[-0.024, -0.345, 0.320], [-0.278, 0.301, -0.206], [-0.686, 2.448, 0.545], [0.325, -0.018, 0.228], [4.325, -1.713, -1.622], [-0.174, 0.094, 0.261], [-0.279, -0.086, 0.247], [-0.261, 0.046, -0.274], [1.000, -0.358, 0.810], [-4.252, 3.244, 0.243], [0.475, -3.581, -0.697], [-0.172, -0.032, 0.145]], "mulliken_charge": [0.23, -0.62, 0.10, -0.98, 0.41, 0.23, 0.28, 0.35, -0.50, 0.66, -0.49, 0.33]}

***

# 3
{"formula": "C15H23ClN2SZr", "method": "ωB97M-V/def2-TZVPD", "orbital_gap_ha": 0.2380, "e_homo_ev": -14.42, "lumo_energy_ev": -7.94, "charge": 2, "elements": ["C", "C", "C", "C", "Cl", "H", "H", "H", "H", "H", "H", "H", "H", "H", "C", "C", "C", "H", "C", "C", "H", "H", "H", "H", "C", "C", "C", "H", "C", "C", "H", "H", "H", "H", "Zr", "N", "C", "N", "S", "H", "H", "H", "H"], "xyz": [[0.2534, 0.7508, -4.7934], [1.6314, 1.2545, -4.6889], [0.0047, -0.6793, -5.0139], [-0.8745, 1.6933, -4.7226], [0.1004, 0.8220, -1.3150], [-0.0243, -0.9219, -6.0846], [-0.9288, -0.9904, -4.5311], [0.7689, -1.2836, -4.5116], [2.0357, 1.5338, -5.6726], [2.2791, 0.5097, -4.2104], [1.6797, 2.1087, -4.0026], [-1.1352, 2.0907, -5.7134], [-0.6475, 2.5198, -4.0398], [-1.7529, 1.2210, -4.2676], [1.7989, -1.3746, 2.1564], [0.9118, -2.1784, 1.3813], [1.0800, -1.8052, 0.0125], [0.3441, -3.0362, 1.7600], [2.1134, -0.8001, -0.0402], [2.5267, -0.5286, 1.2915], [3.3100, 0.1671, 1.5989], [1.9591, -1.4416, 3.2282], [0.5675, -2.2619, -0.8405], [2.5678, -0.3528, -0.9380], [-2.1802, 1.0946, 1.7383], [-2.0593, -0.1039, 2.4888], [-1.9312, -1.2109, 1.5925], [-2.2148, -0.1836, 3.5594], [-2.0090, -0.6999, 0.2554], [-2.1910, 0.7387, 0.3509], [-2.3281, 1.4454, -0.4719], [-2.3919, 2.0889, 2.1386], [-1.9087, -2.2708, 1.8753], [-1.9793, -1.2913, -0.6586], [0.0565, 0.1428, 0.9318], [0.1519, 1.2761, 5.7987], [0.2314, 0.5981, 4.6370], [-0.1098, -0.6993, 4.7025], [0.7536, 1.4233, 3.1868], [-0.3609, 0.8692, 6.5765], [0.2961, 2.2763, 5.7773], [0.0688, -1.3438, 3.9423], [-0.4634, -1.1667, 5.5356]], "forces_ev_per_angstrom": [[-0.012, 0.296, -0.671], [0.049, -0.193, 1.379], [-0.044, -0.312, 1.392], [-0.137, -0.134, 1.332], [0.419, 1.221, -1.907], [0.020, 0.120, 0.005], [-0.176, 0.242, -0.557], [0.252, 0.143, -0.554], [-0.135, -0.053, 0.014], [-0.026, -0.145, -0.627], [-0.187, 0.223, -0.562], [0.122, -0.103, -0.024], [0.275, 0.144, -0.513], [0.003, -0.180, -0.591], [-0.563, -0.469, -0.264], [0.721, 0.025, 0.107], [0.454, -0.106, -0.071], [0.092, 0.622, -0.268], [0.547, -0.506, 0.235], [0.043, -0.134, -0.857], [-0.405, -0.183, -0.157], [-0.034, 0.047, -0.277], [0.344, 0.228, 0.435], [-0.538, -0.308, 0.676], [-0.699, -0.571, -1.181], [-0.114, -0.547, -0.666], [-0.616, 0.602, -0.014], [0.394, 0.061, -0.307], [-0.615, 0.596, 0.418], [-0.767, -0.375, 0.723], [0.089, -0.485, 0.449], [0.379, -0.399, -0.163], [0.085, 0.671, -0.183], [-0.079, 0.248, 0.330], [0.669, -0.922, 2.618], [-0.192, -0.144, -0.936], [-0.168, -0.057, 0.350], [0.143, -0.432, -0.195], [-0.122, -0.002, 1.144], [0.411, 0.248, -0.105], [-0.076, -0.124, 0.113], [-0.099, 0.570, -0.023], [0.292, 0.575, -0.048]], "mulliken_charge": [0.99, -1.05, -1.12, -1.09, -0.43, 0.36, 0.35, 0.36, 0.39, 0.34, 0.35, 0.40, 0.35, 0.36, -0.48, -0.39, -0.67, 0.54, -0.34, -0.76, 0.44, 0.76, 0.43, 0.46, -0.66, -0.25, -0.39, 0.62, -0.60, -0.52, 0.54, 0.43, 0.52, 0.43, 0.73, -0.43, 0.89, -0.34, -0.30, 0.23, 0.25, 0.07, 0.24]}